No. 1
Density functional theory data (wB97M-V/def2-TZVPD) for one molecule with the formula C7H14N3OP at a distorted geometry.

Geometry as XYZ:
```
26
Properties=species:S:1:pos:R:3:forces:R:3:lowdin_charge:R:1
C 3.0526 1.1315 -0.3000 0.755 -1.680 -0.727 -0.16
C 3.2013 -0.2318 -0.6159 -0.629 0.075 0.981 -0.05
C 1.2106 0.1810 0.1901 -0.726 1.177 2.542 -0.37
C 1.4792 -2.2177 -0.3791 2.665 2.161 1.989 0.03
C -1.4246 0.9839 -1.2858 3.424 -1.338 -2.644 -0.14
C -2.7510 -0.7124 -0.1964 0.458 0.814 -4.010 -0.12
C -1.0904 1.4829 1.8725 0.751 1.053 -2.064 -0.13
N 1.8600 1.3380 0.2612 -1.379 0.234 -0.615 0.04
N 2.0194 -0.8217 -0.2069 -1.545 0.513 -1.234 -0.11
N -1.4380 -0.1461 -0.3455 0.538 0.867 -1.094 -0.32
O -0.5170 -1.1340 1.9261 -0.047 -1.476 1.016 -0.31
P -0.4500 0.0224 1.0521 0.065 0.400 -2.934 0.64
H 3.6545 1.9671 -0.5798 0.684 0.099 0.216 0.09
H 3.9987 -0.9224 -0.8317 0.323 0.458 -0.511 0.11
H 1.9740 -2.6418 0.4898 -1.247 -1.056 0.354 0.10
H 0.4255 -2.1776 -0.4945 -0.744 -0.261 0.334 0.07
H 1.9899 -2.6228 -1.1791 0.627 -0.903 -2.084 0.06
H -0.3268 1.3589 -1.5373 -2.232 -0.477 1.168 0.12
H -1.7457 0.7401 -2.3375 0.065 -0.682 0.995 0.09
H -2.0831 1.7461 -1.0523 -1.081 1.943 1.089 0.03
H -2.6928 -1.2753 0.5875 0.022 -3.618 4.869 0.01
H -3.5127 -0.0267 -0.0297 -1.445 1.766 0.240 0.07
H -3.1123 -1.3843 -1.0039 0.670 0.532 -0.087 0.11
H -1.5359 2.2186 1.1856 0.109 -0.453 -0.144 0.06
H -1.8649 1.1006 2.4727 -0.712 -0.389 1.222 0.04
H -0.3207 2.0434 2.3378 0.629 0.239 1.132 0.04
```
Positions in Å, forces in eV/Å.

Calculated values
Spin multiplicity   1
Total charge   0
HOMO energy   -0.3209 hartree
SMILES   CN(C)[P@@](C)(=O)c1nccn1C

No. 2
Density functional theory data (wB97M-V/def2-TZVPD) for a 2-piece molecular cluster, C7H14N4O overall at a distorted geometry.

Geometry as XYZ:
```
26
Properties=species:S:1:pos:R:3:forces:R:3:lowdin_charge:R:1
C -1.0273 -0.7476 -0.0587 1.092 1.863 0.574 -0.35
C -2.1599 0.0196 -0.1587 -3.607 1.317 -0.534 -0.32
C -0.1330 0.1754 0.4279 2.351 -0.156 0.705 0.04
C -3.5026 -0.4867 -0.7580 1.218 -0.549 -0.737 -0.03
C -0.2588 2.6855 0.9978 -1.009 0.977 2.194 -0.06
C 2.4717 -0.0922 1.7361 -0.958 -3.048 1.060 -0.12
C 2.2304 -0.8489 -1.8189 -1.468 -1.825 2.894 -0.03
N -2.0201 1.2866 0.2744 0.946 -1.001 0.174 0.11
N -0.6774 1.3699 0.6814 -2.682 -1.032 -1.627 -0.20
N -0.6059 -1.9357 -0.5781 -1.924 -3.414 -0.864 0.07
N 2.0550 -0.7406 0.5330 -2.160 -1.104 -1.466 -0.07
O 2.7072 -0.2918 -0.5593 0.617 0.597 0.077 -0.18
H -4.3184 0.2244 -1.0480 1.023 -0.300 0.820 0.08
H -3.1780 -0.9619 -1.7280 -0.504 0.218 0.777 0.08
H -3.8714 -1.3127 -0.1173 -0.138 0.543 -0.367 0.07
H -0.4608 2.8751 2.1369 1.005 -0.054 -2.076 0.12
H 0.6849 2.9316 0.5897 1.599 -0.217 0.439 0.06
H -0.8557 3.4052 0.4416 -0.673 -0.299 0.159 0.08
H 3.4965 -0.3873 2.0101 -0.394 -0.557 0.295 0.09
H 2.5633 0.8914 1.5450 -0.136 3.803 -0.131 0.02
H 1.6031 -0.3798 2.4609 2.117 0.765 -0.881 0.13
H 2.6668 -1.8717 -1.9978 -0.662 1.150 0.088 0.11
H 2.4112 -0.1385 -2.5206 1.615 1.837 -2.184 0.04
H 1.1237 -0.7715 -1.7946 0.468 -0.966 0.241 0.07
H -1.2385 -2.8060 -0.5039 1.364 2.194 0.119 0.14
H 0.2941 -2.0917 -0.1928 0.900 -0.742 0.250 0.04
```
Positions in Å, forces in eV/Å.

Calculated values
Spin multiplicity   1
Total charge   0
HOMO energy (spin up / spin down)   -0.2775 / -0.2739 hartree

No. 3
Density functional theory data (wB97M-V/def2-TZVPD) for a 3-piece molecular cluster, C7H14NO overall at a distorted geometry.

Geometry as XYZ:
```
23
Properties=species:S:1:pos:R:3:forces:R:3:lowdin_charge:R:1
C 2.2980 0.3067 0.3457 -2.728 -0.992 0.683 -0.03
C 1.0775 0.1919 0.3516 0.966 -1.031 -0.267 0.04
C 3.6960 0.4783 0.4666 0.068 -1.267 -4.578 -0.06
C -2.2844 0.7526 1.3192 1.562 0.845 -2.330 0.09
C -1.6947 1.2100 -1.0471 -1.838 3.006 -0.323 0.03
C -0.2948 -2.4839 0.0703 0.123 -0.895 -0.248 0.01
C -0.2613 -0.1716 0.2790 0.794 0.860 0.023 -0.30
N -1.2076 0.9502 0.3057 -1.209 -2.807 0.266 -0.12
O -0.8524 -1.3425 0.1001 -0.359 2.695 0.455 0.02
H 4.0371 0.5417 -0.6383 0.131 -0.004 1.764 0.14
H 4.2526 -0.2603 0.9631 0.408 -1.133 0.740 0.08
H 3.8034 1.3809 0.8916 1.027 3.354 1.590 0.05
H -2.9401 0.1472 0.8400 -2.240 -2.109 -0.817 0.09
H -1.9548 0.4377 2.2228 1.349 -1.352 2.488 0.10
H -2.6762 1.6764 1.4242 -1.738 2.982 0.491 0.09
H -0.8136 1.5732 -1.5726 -0.363 -0.598 -0.703 0.12
H -2.2229 0.3513 -1.3145 -0.043 -1.656 -1.281 0.09
H -2.5493 2.0048 -1.1462 1.799 -0.940 0.829 0.16
H -0.9366 -3.2669 0.1511 -2.087 -1.935 -0.199 0.07
H 0.6831 -2.7289 0.2567 2.545 0.546 0.351 0.07
H 0.7179 -1.4489 -2.7587 0.327 -2.225 2.840 0.08
H 0.7970 -2.0104 -2.0472 -0.330 2.274 -2.944 0.04
H -0.6740 1.7105 0.5368 1.836 2.382 1.171 0.14
```
Positions in Å, forces in eV/Å.

Calculated values
Spin multiplicity   1
Total charge   +1
HOMO energy (spin up / spin down)   -0.4186 / -0.4200 hartree

No. 4
Density functional theory data (wB97M-V/def2-TZVPD) for a 2-piece molecular cluster, C7H14NO2 overall at a distorted geometry.

Geometry as XYZ:
```
24
Properties=species:S:1:pos:R:3:forces:R:3:lowdin_charge:R:1
C 0.7882 -1.1527 -0.9799 1.096 0.933 0.116 -0.04
C 1.3871 1.0909 0.1067 -0.222 0.220 -0.047 -0.05
C 0.3895 -2.2501 0.0126 -0.027 -0.779 0.237 -0.10
C 1.6882 0.5599 1.5418 2.324 1.055 -1.533 -0.11
C -0.3550 -0.2854 1.0616 -4.692 1.768 -0.263 -0.35
C -2.2352 0.5390 1.4645 2.300 -1.573 -1.192 0.11
C -0.6401 0.7034 -1.3622 0.254 0.473 -1.894 -0.02
N 0.2888 0.1939 -0.4088 1.188 -2.035 2.665 -0.18
O -0.4485 -1.6166 0.9929 0.229 -0.225 -0.079 0.01
O 0.4161 0.2385 2.0068 0.465 0.678 1.391 0.01
H 1.8815 -0.8913 -1.0641 -1.046 -1.320 -0.379 0.15
H 0.2736 -1.4033 -1.9393 0.842 0.785 0.640 0.15
H 0.9287 2.0727 0.0442 0.259 0.304 0.454 0.14
H 2.2814 1.0692 -0.5095 -0.114 -0.057 -0.261 0.14
H -0.3125 -2.9526 -0.4712 0.753 0.058 0.129 0.14
H 1.2475 -2.8205 0.4731 -0.888 0.792 -0.362 0.15
H 2.2959 -0.3550 1.3437 -0.191 0.389 0.709 0.13
H 2.3551 1.3240 2.1719 -2.060 -1.749 -1.095 0.19
H -2.0287 1.6588 1.4584 -0.650 -1.715 -0.325 0.07
H -2.5643 0.1496 2.4292 0.929 0.266 0.323 0.04
H -2.9721 -0.0105 0.8003 1.123 1.440 -0.029 0.07
H -1.1314 1.6201 -1.1431 -0.005 0.864 0.580 0.10
H -0.1125 0.7626 -2.3472 -0.591 0.150 0.744 0.14
H -1.3654 -0.0580 -1.3971 -1.275 -0.721 -0.531 0.10
```
Positions in Å, forces in eV/Å.

Calculated values
Spin multiplicity   1
Total charge   +1
HOMO energy   -0.5095 hartree

No. 5
Density functional theory data (wB97M-V/def2-TZVPD) for an isolated ion of composition C7H14NO2 and charge +1 at a distorted geometry.

Geometry as XYZ:
```
24
Properties=species:S:1:pos:R:3:forces:R:3:lowdin_charge:R:1
C 0.8155 0.7658 0.8504 -0.085 0.147 0.531 -0.01
C 0.5166 1.6310 1.9970 -0.557 2.331 -0.950 -0.12
C -1.0187 1.8003 1.9858 0.577 -1.053 -1.764 -0.09
C -1.4667 0.7341 0.9114 -1.652 -0.892 -0.894 -0.11
C -0.1497 -2.8627 -0.2873 -0.968 -3.451 -2.983 -0.03
C 0.9711 -0.6885 -3.1969 -2.355 -0.432 -0.682 0.01
C -0.3618 -0.7095 -1.1616 1.768 1.106 1.653 -0.30
N -0.2301 0.3181 0.3053 1.371 -0.792 -2.409 0.02
O -0.9314 -1.7486 -0.5885 -1.665 0.070 -0.804 -0.08
O 0.8709 -0.7818 -1.7175 0.534 0.063 0.475 -0.11
H 1.8082 0.4001 0.6884 0.416 -0.008 -0.920 0.15
H 0.9216 1.1227 2.7964 0.730 -0.927 2.342 0.10
H 0.9806 2.6562 1.9839 0.027 -1.196 -0.215 0.15
H -1.4486 1.5345 2.9181 -0.553 0.467 0.840 0.10
H -1.1762 2.8178 1.6080 -0.717 -0.403 0.493 0.12
H -1.9533 -0.3163 1.2591 0.699 2.835 -0.480 0.19
H -2.0377 1.1576 0.0044 0.110 -0.549 1.827 0.15
H 0.2626 -3.2094 -1.3227 -0.346 0.133 2.067 0.13
H -0.8402 -3.7313 0.1024 1.470 2.084 -0.477 0.15
H 0.6406 -2.5646 0.3186 1.407 -0.034 1.437 0.07
H 1.9592 -0.9883 -3.6333 -0.758 0.341 1.254 0.11
H 0.6523 0.3438 -3.6103 0.537 -1.628 0.950 0.12
H 0.1999 -1.4863 -3.4578 1.109 1.211 -0.676 0.11
H -1.0268 -0.1006 -1.7071 -1.094 0.577 -0.614 0.15
```
Positions in Å, forces in eV/Å.

Calculated values
Spin multiplicity   1
Total charge   +1
HOMO energy   -0.5355 hartree
SMILES   COC(OC)[N+]1=CCCC1

No. 6
Density functional theory data (wB97M-V/def2-TZVPD) for a 2-piece molecular cluster, C7H14NO3 overall at a distorted geometry.

Geometry as XYZ:
```
25
Properties=species:S:1:pos:R:3:forces:R:3:lowdin_charge:R:1
C 2.8940 -1.4580 0.8515 -0.242 0.712 -0.360 -0.06
C 2.7767 -0.7443 2.2611 -0.382 -1.225 -1.110 -0.81
O 2.9818 0.4842 2.2329 -0.061 0.207 0.444 -0.11
O 2.5055 -1.5338 3.1921 0.059 0.550 0.357 -0.11
H 2.2650 -2.3392 0.6915 0.274 -0.198 0.593 0.04
H 3.9556 -1.6928 0.7266 -0.131 -0.198 -0.162 0.05
H 2.5945 -0.7851 0.0340 0.344 0.165 0.221 0.04
C -2.2599 0.5393 -0.1525 0.181 0.418 1.319 -0.24
C -1.7872 -0.7298 0.5815 1.280 -0.478 -0.831 -0.07
C -1.7911 0.2441 -2.5078 1.550 0.926 1.121 -0.05
C 0.3909 1.5652 0.3165 0.879 0.007 -0.548 0.01
C -0.0558 1.0031 -1.0099 -0.329 0.664 0.202 -0.52
O 0.7653 0.6648 -1.8399 -0.186 -0.063 -0.097 0.05
N -1.4287 0.9894 -1.2704 -0.439 -1.438 -0.678 -0.12
H -3.2997 0.4348 -0.4399 -0.060 0.094 -0.469 0.11
H -2.2347 1.3417 0.5601 -0.209 0.476 0.490 0.09
H -1.4957 -0.6405 1.6271 -0.416 0.446 0.059 0.08
H -0.8327 -1.0214 0.1148 -0.203 -0.181 0.058 0.08
H -0.9273 0.3548 -3.1460 -0.284 0.596 -0.844 0.07
H 1.3406 2.0077 0.0500 0.300 0.381 0.132 0.09
H -2.4262 -1.5946 0.4732 -0.415 -0.091 -0.020 0.06
H -1.6996 -0.7975 -2.2833 -0.840 -1.037 0.128 0.08
H -2.7485 0.6084 -2.8547 -0.039 -0.272 -0.327 0.08
H -0.2130 2.3199 0.8098 -0.372 -0.248 -0.054 0.08
H 0.7301 0.7794 0.9817 -0.259 -0.214 0.375 0.07
```
Positions in Å, forces in eV/Å.

Calculated values
Spin multiplicity   1
Total charge   -1
HOMO energy   -0.1426 hartree

The evaluated E for the records listed, in turn: -855.96750, -569.12233, -404.58785, -479.97963, -480.01187, -555.64428 Ha.